1.
Formula: C33H33As2Br2NOPtS
Source: the Open Molecules 2025 dataset
Level of theory: the ωB97M-V functional and the def2-TZVPD basis

XYZ file:
```
74
Properties=species:S:1:pos:R:3
Pt 1.23 1.36 -0.20
S 3.47 1.39 0.23
C 4.21 -0.19 -0.04
C 5.59 -0.31 -0.13
C 6.16 -1.56 -0.37
C 5.36 -2.68 -0.53
C 3.98 -2.56 -0.42
C 3.42 -1.32 -0.16
As 1.57 -0.97 0.17
C 0.68 -2.51 -0.55
C 0.21 -2.49 -1.86
C -0.33 -3.64 -2.42
C -0.39 -4.81 -1.67
C 0.10 -4.84 -0.37
C 0.64 -3.68 0.19
C 1.41 -1.29 2.06
C 2.53 -1.30 2.89
C 2.37 -1.47 4.26
C 1.10 -1.63 4.80
C -0.02 -1.62 3.97
C 0.14 -1.45 2.60
H 6.23 0.56 -0.04
H 7.23 -1.65 -0.46
H 5.81 -3.65 -0.73
H 3.34 -3.43 -0.53
H 0.26 -1.58 -2.44
H -0.71 -3.62 -3.43
H -0.82 -5.71 -2.11
H 0.07 -5.75 0.21
H 1.02 -3.71 1.20
H 3.52 -1.17 2.47
H 3.24 -1.47 4.90
H 0.98 -1.75 5.87
H -1.01 -1.75 4.39
H -0.73 -1.45 1.95
Br -3.71 3.56 -0.24
C -1.99 4.32 -0.51
C -1.95 5.69 -0.76
C -0.77 6.32 -1.02
Br -0.77 8.18 -1.39
C 0.44 5.58 -1.05
C 1.70 6.12 -1.37
C 2.78 5.29 -1.44
C 2.63 3.93 -1.14
N 1.47 3.40 -0.77
C 0.37 4.20 -0.76
C -0.85 3.52 -0.48
O -0.81 2.24 -0.28
H -2.87 6.25 -0.76
H 1.79 7.17 -1.59
H 3.76 5.65 -1.71
H 3.48 3.27 -1.19
C -2.91 -2.85 0.60
C -3.07 -1.92 -0.61
As -2.04 -0.23 -0.41
C -3.04 0.47 1.14
C -4.54 0.23 1.26
C -2.72 0.59 -2.08
C -4.22 0.57 -2.37
H -3.57 -3.72 0.52
H -3.17 -2.34 1.53
H -1.90 -3.21 0.68
H -4.12 -1.66 -0.74
H -2.76 -2.40 -1.53
H -2.81 1.53 1.17
H -2.52 0.03 2.00
H -5.10 0.80 0.51
H -4.90 0.56 2.24
H -4.81 -0.82 1.15
H -2.18 0.04 -2.86
H -2.33 1.61 -2.09
H -4.59 -0.45 -2.50
H -4.43 1.12 -3.30
H -4.79 1.05 -1.58
```

For the HOMO energy, the calculation gives -0.27552 Eh. The strongest force on any atom is 0.0270 hartree/bohr. The energy relative to the best compared isomer or geometry (same formula, charge and spin) comes out at 39.89 kJ/mol. As for the total charge: 0. As for the spin multiplicity: 1. For the HOMO-LUMO gap, the calculation gives 7.1 eV.

***

2.
Formula: C33H33F2GeN3NiO2SSi
Source: the Open Molecules 2025 dataset
Level of theory: the ωB97M-V functional and the def2-TZVPD basis

XYZ file:
```
77
Properties=species:S:1:pos:R:3
Ni -0.33 -0.80 1.58
C -4.25 3.34 -0.22
Si -2.49 3.93 0.05
C -1.47 3.71 -1.50
C -2.53 5.77 0.45
C -1.73 3.05 1.52
C -1.36 3.74 2.67
C -0.71 3.10 3.73
C -0.41 1.76 3.59
N -0.74 1.08 2.50
C -1.41 1.67 1.49
S -1.75 0.58 0.19
H -4.71 3.84 -1.08
H -4.87 3.53 0.65
H -4.25 2.26 -0.41
H -1.80 4.43 -2.26
H -1.57 2.70 -1.90
H -0.41 3.89 -1.30
H -2.96 6.32 -0.39
H -1.52 6.15 0.61
H -3.12 5.99 1.34
H -1.57 4.80 2.75
H -0.43 3.64 4.62
H 0.14 1.21 4.35
O -1.84 -1.76 2.61
N -2.32 -2.77 2.04
N -1.64 -3.19 1.03
O -0.51 -2.64 0.65
C -2.15 -4.28 0.27
C -1.56 -4.54 -0.95
C -2.03 -5.59 -1.73
C -3.08 -6.38 -1.28
C -3.66 -6.11 -0.04
C -3.20 -5.07 0.74
H -0.75 -3.90 -1.29
H -1.58 -5.78 -2.69
H -3.44 -7.20 -1.88
H -4.47 -6.72 0.32
H -3.64 -4.85 1.70
F 0.56 -1.34 4.04
C 1.14 -1.23 2.78
F 2.09 -0.22 2.96
H 1.68 -2.15 2.61
C 2.42 4.32 -0.42
C 2.29 3.54 -1.56
C 1.98 2.19 -1.45
C 1.78 1.60 -0.20
C 1.94 2.40 0.94
C 2.25 3.74 0.83
Ge 1.31 -0.31 -0.02
C 3.02 -1.27 0.24
C 4.25 -0.62 0.15
C 5.44 -1.31 0.32
C 5.43 -2.66 0.60
C 4.22 -3.33 0.71
C 3.03 -2.64 0.54
C 0.74 -0.91 -1.82
C 1.15 -2.15 -2.33
C 0.73 -2.60 -3.58
C -0.10 -1.81 -4.36
C -0.50 -0.57 -3.89
C -0.08 -0.13 -2.63
H 2.66 5.38 -0.51
H 2.43 3.98 -2.54
H 1.87 1.60 -2.35
H 1.83 1.96 1.92
H 2.36 4.35 1.72
H 4.27 0.44 -0.06
H 6.38 -0.78 0.24
H 6.36 -3.20 0.74
H 4.20 -4.39 0.95
H 2.08 -3.16 0.65
H 1.80 -2.78 -1.75
H 1.06 -3.56 -3.94
H -0.43 -2.15 -5.33
H -1.14 0.07 -4.49
H -0.41 0.84 -2.28
```

For the HOMO energy (spin up / spin down), the calculation gives -0.17334 / -0.17441 Eh. The strongest force on any atom is 0.0021 hartree/bohr. The energy relative to the best compared isomer or geometry (same formula, charge and spin) comes out at 0.00 kJ/mol. As for the total charge: -1. As for the spin multiplicity: 2. For the HOMO-LUMO gap (spin up / spin down), the calculation gives 7.4 / 7.5 eV.

***

3.
Formula: C33H33F5NO2PdSSbSiTe
Source: the Open Molecules 2025 dataset
Level of theory: the ωB97M-V functional and the def2-TZVPD basis

XYZ file:
```
79
Properties=species:S:1:pos:R:3
Pd -0.25 -1.70 -0.66
C 1.28 -2.36 -3.31
Si 2.47 -2.80 -1.96
C 3.77 -1.52 -1.69
C 3.03 -4.56 -2.21
N 1.46 -2.75 -0.35
C 1.86 -3.19 0.78
C 3.22 -3.67 1.03
C 3.67 -3.86 2.28
C 2.79 -3.65 3.40
C 1.49 -3.27 3.28
C 0.96 -3.11 1.99
O -0.28 -2.95 1.74
C -1.24 -2.66 2.75
C -2.27 -3.56 2.92
C -3.24 -3.26 3.87
C -3.16 -2.08 4.59
C -2.12 -1.18 4.38
C -1.14 -1.46 3.44
H 1.78 -2.59 -4.26
H 1.02 -1.31 -3.32
H 0.37 -2.96 -3.29
H 4.39 -1.44 -2.59
H 4.44 -1.73 -0.85
H 3.31 -0.54 -1.52
H 3.49 -4.59 -3.20
H 2.17 -5.23 -2.24
H 3.75 -4.97 -1.51
H 3.87 -3.80 0.18
H 4.69 -4.16 2.46
H 3.19 -3.84 4.39
H 0.85 -3.17 4.14
H -2.31 -4.47 2.33
H -4.05 -3.94 4.04
H -3.92 -1.85 5.33
H -2.06 -0.26 4.94
H -0.33 -0.77 3.22
F -0.93 -0.06 -3.19
Te -2.44 -0.99 -2.54
F -2.31 -2.01 -4.07
F -1.78 -2.76 -1.89
F -3.34 0.18 -3.65
F -4.11 -1.49 -1.92
O -1.84 -0.50 -0.83
S 0.75 0.05 0.36
Sb -0.33 2.05 -0.38
C -2.14 2.38 -1.41
C -3.36 1.90 -0.90
C -4.54 2.28 -1.52
C -4.52 3.13 -2.62
C -3.31 3.63 -3.09
C -2.12 3.26 -2.48
C 1.27 2.90 -1.44
C 2.35 3.41 -0.72
C 3.45 3.89 -1.41
C 3.49 3.85 -2.79
C 2.42 3.31 -3.50
C 1.31 2.83 -2.83
C -0.59 3.04 1.45
C -0.12 4.33 1.65
C -0.39 4.98 2.85
C -1.13 4.34 3.83
C -1.61 3.05 3.62
C -1.33 2.39 2.43
H -3.39 1.27 -0.03
H -5.48 1.91 -1.13
H -5.44 3.42 -3.10
H -3.30 4.30 -3.93
H -1.19 3.68 -2.85
H 2.33 3.44 0.36
H 4.29 4.30 -0.86
H 4.35 4.23 -3.32
H 2.45 3.27 -4.58
H 0.49 2.39 -3.39
H 0.45 4.84 0.88
H -0.02 5.98 3.01
H -1.34 4.85 4.76
H -2.20 2.57 4.39
H -1.70 1.38 2.28
```

For the HOMO energy, the calculation gives -0.51825 Eh. The strongest force on any atom is 0.0189 hartree/bohr. The energy relative to the best compared isomer or geometry (same formula, charge and spin) comes out at 96.85 kJ/mol. As for the total charge: +2. As for the spin multiplicity: 1. For the HOMO-LUMO gap, the calculation gives 5.5 eV.

***

4.
Formula: C33H33IN2O4SiTi
Source: the Open Molecules 2025 dataset
Level of theory: the ωB97M-V functional and the def2-TZVPD basis

XYZ file:
```
75
Properties=species:S:1:pos:R:3
Ti -0.40 -0.56 0.32
C 1.98 -3.73 0.95
C 1.80 -2.31 1.43
C 3.03 -1.74 2.13
O 1.47 -1.45 0.27
C 0.58 -2.19 2.36
O 0.31 -2.95 3.22
O -0.18 -1.10 2.03
H 2.86 -3.80 0.31
H 1.11 -4.07 0.40
H 2.12 -4.38 1.82
H 3.89 -1.79 1.46
H 3.24 -2.34 3.01
H 2.87 -0.71 2.43
H 2.27 -0.98 -0.03
I -4.94 2.28 3.13
C -3.70 1.67 1.62
C -3.62 2.19 0.34
N -2.68 1.52 -0.32
N -2.12 0.57 0.46
C -2.75 0.67 1.65
H -4.17 3.00 -0.13
H -2.28 1.73 -1.23
H -2.47 0.02 2.47
C -0.34 3.78 -4.02
C 0.40 4.43 -3.04
C 0.73 3.79 -1.86
C 0.32 2.47 -1.62
C -0.41 1.82 -2.63
C -0.74 2.46 -3.81
Si 0.82 1.72 0.01
C 0.10 2.62 1.47
C 0.35 2.17 2.77
C -0.25 2.78 3.86
C -1.11 3.85 3.67
C -1.36 4.32 2.39
C -0.77 3.70 1.30
C 2.65 1.39 0.07
C 3.24 0.72 -1.02
C 4.59 0.40 -1.00
C 5.37 0.75 0.09
C 4.81 1.43 1.16
C 3.45 1.74 1.15
H -0.59 4.28 -4.94
H 0.73 5.45 -3.20
H 1.31 4.32 -1.11
H -0.69 0.78 -2.50
H -1.30 1.94 -4.58
H 1.02 1.33 2.95
H -0.04 2.42 4.86
H -1.57 4.33 4.52
H -2.02 5.16 2.24
H -0.97 4.08 0.30
H 2.65 0.49 -1.90
H 5.04 -0.11 -1.85
H 6.43 0.51 0.10
H 5.42 1.72 2.00
H 3.03 2.27 2.00
C -1.41 -2.10 -3.54
C -1.42 -2.33 -2.07
O -0.83 -1.49 -1.34
C -2.06 -3.49 -1.48
C -2.76 -4.39 -2.31
C -3.38 -5.50 -1.76
C -3.30 -5.73 -0.40
C -2.61 -4.85 0.44
C -2.00 -3.74 -0.10
H -0.78 -1.24 -3.77
H -2.43 -1.92 -3.89
H -1.03 -2.98 -4.06
H -2.82 -4.22 -3.37
H -3.91 -6.19 -2.40
H -3.78 -6.60 0.03
H -2.56 -5.04 1.50
H -1.47 -3.07 0.56
```

For the HOMO energy, the calculation gives -0.50750 Eh. The strongest force on any atom is 0.0085 hartree/bohr. The energy relative to the best compared isomer or geometry (same formula, charge and spin) comes out at 0.00 kJ/mol. As for the total charge: +2. As for the spin multiplicity: 1. For the HOMO-LUMO gap, the calculation gives 6.8 eV.

***

> Among the records above, which one has the highest strongest force on any atom?

C33H33As2Br2NOPtS

***

> Among the records above, which one has the highest energy relative to the best compared isomer or geometry (same formula, charge and spin)?

C33H33F5NO2PdSSbSiTe

***

> Among the records above, which one has the lowest strongest force on any atom?

C33H33F2GeN3NiO2SSi

***

> The highest energy relative to the best compared isomer or geometry (same formula, charge and spin) belongs to which entry?

C33H33F5NO2PdSSbSiTe